# 1
Density functional theory data (the ωB97M-V functional and the def2-TZVPD basis) for a cluster of 2 separate species, CH5IP2 in total at a distorted geometry.

The geometry in XYZ format:
```
9
Properties=species:S:1:pos:R:3
I -2.3321 -0.1013 0.3031
P 0.8848 -1.4343 0.0371
P 0.8670 1.5301 0.1965
C -0.1831 0.0531 -0.2127
H 0.0808 -2.1115 -0.7580
H 0.3874 1.6188 1.4810
H 0.0394 2.4473 -0.4472
H 0.2341 -1.8964 1.0773
H 0.0218 -0.1059 -1.6771
```

Relative energy (zero: lowest compared OMol25 entry of this formula, charge and spin)   1.623 eV
E_LUMO   -0.0113 hartree
HOMO-LUMO gap   8.985 eV

Atom charges from the Löwdin analysis, given in e for atoms 1 to 5: 0.574, 0.651, 0.654, -1.430, -0.158

# 2
Density functional theory data (the ωB97M-V functional and the def2-TZVPD basis) for a cluster of 4 separate species, C4H5N3O in total at a distorted geometry.

The geometry in XYZ format:
```
13
Properties=species:S:1:pos:R:3
O -0.2745 0.7991 -0.0897
N -0.8447 -1.5395 0.0451
N -2.5353 0.1763 -0.1108
N 1.4923 -0.8272 -0.1740
C 0.2253 -0.6127 -0.2521
C -1.6048 1.0504 0.0298
C -2.0186 -1.0883 -0.0395
C 2.4186 0.1920 0.0326
H 1.5041 1.8254 0.0338
H -1.7202 2.2155 -0.1399
H 2.8401 -0.2201 1.6713
H -2.7867 -1.7533 0.1822
H 3.3044 -0.2175 -1.1887
```

Relative energy (zero: lowest compared OMol25 entry of this formula, charge and spin)   10.922 eV
E_LUMO   -0.0271 hartree
HOMO-LUMO gap   8.278 eV

Atom charges from the Löwdin analysis, given in e for atoms 1 to 5: -0.083, 0.157, 0.105, -0.109, -0.291

# 3
Density functional theory data (the ωB97M-V functional and the def2-TZVPD basis) for a cluster of 2 separate species, C21H28F3O4S in total at a distorted geometry.

The geometry in XYZ format:
```
57
Properties=species:S:1:pos:R:3
S -0.5740 2.7442 0.2490
F 0.8072 4.8118 0.8924
F -1.3642 5.0399 1.3223
F -0.6141 5.2362 -0.7311
O -2.0771 0.7185 0.4910
O 1.3769 -1.3643 1.7496
O 0.8243 0.4463 0.5386
O 0.1524 2.9369 -1.2852
C 3.3592 0.1822 -3.5444
C -0.1731 2.7769 -3.6395
C -3.3036 -0.2385 2.2726
C 3.8374 1.2696 -1.4391
C 2.5411 1.7969 -1.4275
C 2.7348 -1.0955 1.3315
C 0.4817 -0.4314 1.3311
C 1.6423 1.5000 -2.4404
C -0.7722 0.8596 -2.1947
C 0.1871 2.0010 -2.3793
C -1.9992 0.0094 1.5071
C -3.8348 -2.6903 1.6342
C 2.0661 0.7105 -3.5200
C 4.2476 0.4505 -2.4928
C -0.4572 4.5625 0.4302
C 3.6222 -2.2010 1.8524
C -0.9665 -1.9410 2.7277
C -2.4965 -3.0786 0.9726
C -4.2231 -1.2167 1.5394
C -0.8264 -0.6634 1.9147
C -1.3236 -3.2149 1.9367
H -0.6869 0.1670 -3.0418
H 4.5046 1.5157 -0.6117
H -1.5376 -4.0136 2.6644
H -3.8122 0.7362 2.2982
H -1.7188 -1.7916 3.5104
H -3.1163 -0.5558 3.3037
H -2.2399 -2.3727 0.1714
H 1.3696 0.5094 -4.3399
H 5.2516 0.0233 -2.4954
H 2.2401 2.4538 -0.6150
H -1.8059 1.2174 -2.1355
H -4.2790 -0.9150 0.4849
H 4.6515 -2.0066 1.5414
H -2.6361 -4.0546 0.4821
H 2.7655 -1.0493 0.2369
H 3.0404 -0.1217 1.7340
H -1.1478 3.2598 -3.5006
H 3.6107 -2.2426 2.9465
H -5.2319 -1.1014 1.9579
H -0.5284 0.2955 -1.2939
H -0.0002 -2.1224 3.2192
H 3.6738 -0.4460 -4.3836
H 0.5688 3.5573 -3.8448
H -4.6265 -3.2571 1.1234
H -0.4367 -3.5412 1.3753
H -3.8421 -3.0078 2.6862
H 3.3303 -3.1736 1.4422
H -0.2356 2.1202 -4.5149
```

Relative energy (zero: lowest compared OMol25 entry of this formula, charge and spin)   0.000 eV
E_LUMO   0.1103 hartree
Total charge   -1
HOMO-LUMO gap   6.655 eV

Atom charges from the Löwdin analysis, given in e for atoms 1 to 5: 1.182, 0.035, 0.064, 0.074, -0.152

# 4
Density functional theory data (the ωB97M-V functional and the def2-TZVPD basis) for a structure of composition C40H29Br2IN5O5V at a distorted geometry.

The geometry in XYZ format:
```
83
Properties=species:S:1:pos:R:3
I -1.8159 3.0558 1.5981
Br -6.4054 -3.3544 0.7845
Br -3.5768 0.3308 -2.3296
V 0.2991 0.3945 -0.2044
O -0.1152 -1.4848 -1.4065
O 1.9799 4.4318 -4.7015
O 1.7798 0.2765 -1.3175
O 1.0127 1.6415 1.0309
O -1.5644 0.1714 0.0772
N 1.3075 -1.0749 2.1533
N 0.9127 -1.0920 0.9746
N -0.2711 2.1038 -1.5331
N 3.6509 0.1366 -4.3865
N -1.7919 -1.2428 2.3505
C -2.9526 -2.8313 3.7254
C 3.7358 -1.3475 -2.4455
C -2.0187 3.2236 -2.7964
C 2.3048 -1.3396 6.1701
C -3.6122 -0.6647 -0.7452
C 1.4161 -4.7954 0.4822
C 2.5966 1.0283 6.2779
C 1.6173 3.1619 -5.2855
C 2.1716 0.5971 -2.5707
C 2.1666 2.4226 4.2807
C 1.4068 1.4004 2.2203
C 0.8421 -4.9481 -0.7701
C 2.1408 2.0398 -4.4606
C -3.8831 -2.2035 1.6021
C -3.1631 3.9676 -2.9658
C 2.6431 -0.1886 6.9042
C -1.4367 2.8869 -1.5395
C 0.3657 -2.6048 -0.8295
C 1.4571 -3.5441 1.0830
C -4.7433 -1.5051 -0.5415
C -2.6120 -0.5839 0.1966
C 3.1608 -0.1626 -3.1620
C 2.2179 1.1341 4.9257
C 1.8845 -0.0091 4.1891
C 1.5843 1.7166 -3.1801
C -0.4070 -1.4497 -2.8051
C 0.3129 -3.8513 -1.4365
C -3.8568 4.4334 -1.8583
C 0.9210 -2.4422 0.4440
C -3.3600 4.0985 -0.6143
C -2.1942 3.3470 -0.4339
C -4.8764 -2.2544 0.5788
C 3.1293 1.2226 -4.9732
C 0.5359 2.4494 -2.6024
C 1.7860 2.5556 3.0004
C -3.9456 -2.9486 2.8063
C 1.9357 -1.2587 4.8528
C 1.4889 0.1234 2.7928
C -1.8804 -1.9432 3.4416
C -2.7718 -1.3652 1.4102
H 0.4165 -1.8974 -3.3638
H -0.1432 -3.9501 -2.4107
H -5.5039 -1.5281 -1.3100
H 2.3323 -2.3094 6.6524
H 2.0307 3.0944 -6.2968
H -3.5279 4.1528 -3.9702
H -3.8907 4.4315 0.2679
H 4.0709 -1.0861 -1.4403
H -2.9649 -3.3867 4.6539
H 1.8461 -5.6452 0.9957
H -1.3513 -1.9571 -3.0030
H -4.7630 5.0181 -1.9491
H -1.0793 -1.8250 4.1693
H -1.5516 2.8007 -3.6742
H 1.6726 -2.1511 4.3034
H 1.5602 5.1196 -5.2278
H 1.9156 -3.4069 2.0515
H 2.9939 -2.1425 -2.3173
H 1.7223 3.5152 2.5078
H 0.3434 3.4036 -3.0720
H 0.8060 -5.9224 -1.2404
H 2.4345 3.2963 4.8652
H 2.9329 -0.2609 7.9440
H -4.7907 -3.6027 2.9738
H -0.4910 -0.3940 -3.0471
H 4.5741 -1.7393 -3.0200
H 3.5253 1.4665 -5.9582
H 0.5229 3.1079 -5.3555
H 2.8476 1.9374 6.8131
```

Relative energy (zero: lowest compared OMol25 entry of this formula, charge and spin)   0.747 eV
⟨S²⟩   3.79
E_LUMO (alpha / beta)   0.0630 / 0.0563 hartree
Spin multiplicity   4
Total charge   -1
HOMO-LUMO gap (alpha / beta)   4.317 / 6.497 eV

Atom charges from the Löwdin analysis, given in e for atoms 1 to 5: 1.036, 0.738, 0.896, 0.966, -0.171

# 5
Density functional theory data (the ωB97M-V functional and the def2-TZVPD basis) for a structure of composition CH5O2Pd at a distorted geometry.

The geometry in XYZ format:
```
9
Properties=species:S:1:pos:R:3
Pd -1.8051 -0.1836 -1.4850
O -2.6145 0.4503 0.4426
O -0.4005 -0.4378 0.0653
C 0.8050 0.2549 0.2366
H 0.7477 0.9791 1.0693
H -2.6747 1.3741 0.7045
H 1.6154 -0.4626 0.4448
H -1.3929 0.1099 0.8676
H 1.0962 0.8135 -0.6713
```

Relative energy (zero: lowest compared OMol25 entry of this formula, charge and spin)   0.000 eV
⟨S²⟩   2.00
E_LUMO (alpha / beta)   0.1543 / 0.1449 hartree
Spin multiplicity   3
Total charge   -1
HOMO-LUMO gap (alpha / beta)   4.848 / 7.466 eV

Atom charges from the Löwdin analysis, given in e for atoms 1 to 5: 0.006, -0.436, -0.524, -0.302, 0.055

# 6
Density functional theory data (the ωB97M-V functional and the def2-TZVPD basis) for a structure of composition C3H12N4 at a distorted geometry.

The geometry in XYZ format:
```
19
Properties=species:S:1:pos:R:3
N 1.0409 1.9409 0.1410
N -1.1538 -1.8902 1.0916
N 0.0886 0.8831 0.3410
N 0.1452 -1.4716 0.6403
C 1.2720 -0.7806 -1.4278
C -1.2431 1.4576 0.5752
C 0.0619 -0.7353 -0.5288
H -1.1077 -2.0971 2.0870
H 2.1914 -0.7682 -0.8381
H -1.2153 2.0986 1.4571
H 1.2496 -1.7143 -1.9913
H 0.3107 0.0474 1.1280
H -1.9491 0.6430 0.7388
H -1.4327 -2.7748 0.6723
H -0.8934 -0.7507 -1.0651
H 0.9581 2.2894 -0.8141
H 1.2784 0.0485 -2.1414
H -1.5720 2.0371 -0.2920
H 1.9700 1.5373 0.2262
```

Relative energy (zero: lowest compared OMol25 entry of this formula, charge and spin)   4.516 eV
E_LUMO   0.0361 hartree
HOMO-LUMO gap   7.824 eV

Atom charges from the Löwdin analysis, given in e for atoms 1 to 5: 0.042, -0.081, -0.229, -0.192, -0.086

# 7
Density functional theory data (the ωB97M-V functional and the def2-TZVPD basis) for the molecule C4H7N3 at a distorted geometry.

The geometry in XYZ format:
```
14
Properties=species:S:1:pos:R:3
N -0.3066 -0.1954 -0.5047
N -0.7815 1.0293 -0.3416
N -1.0054 -1.1797 0.0004
C -2.0046 0.7998 -0.0342
C 1.0979 -0.4028 -0.6496
C -2.1720 -0.5750 0.3104
C 1.9155 0.1527 0.4963
H 3.0655 -0.0763 0.5804
H 2.0399 1.3781 0.3894
H -2.6142 1.5861 0.1318
H 1.0116 -1.3924 -0.8825
H -3.1366 -1.1614 0.2877
H 1.4750 -0.1207 1.6418
H 1.4157 0.1577 -1.4256
```

Relative energy (zero: lowest compared OMol25 entry of this formula, charge and spin)   2.691 eV
E_LUMO   0.0418 hartree
SMILES   CCn1nccn1
HOMO-LUMO gap   10.858 eV

Atom charges from the Löwdin analysis, given in e for atoms 1 to 5: -0.255, 0.113, 0.095, -0.160, -0.229

# 8
Density functional theory data (the ωB97M-V functional and the def2-TZVPD basis) for a structure of composition C29H55FN4O8S at a distorted geometry.

The geometry in XYZ format:
```
98
Properties=species:S:1:pos:R:3
S -4.3240 -7.2989 -5.4408
F -1.3527 -2.1109 -4.1659
O 1.7104 0.8677 6.3514
O 2.2227 3.4325 -1.7022
O 0.5296 5.4023 7.8424
O 0.4731 1.1872 -2.4482
O -0.5263 -2.8534 0.3446
O 1.1287 8.2732 8.0065
O 0.9296 -0.3028 3.7728
O 2.0266 -1.9463 -0.8490
N -3.9534 0.9363 -5.6790
N -6.0429 -3.2716 -4.8926
N -5.2411 -5.9425 -5.2545
N -2.8038 -6.7377 -5.2356
C 0.4110 8.3012 9.2300
C 0.6578 -0.0714 6.1791
C 1.6232 6.0362 7.1905
C -2.2556 -3.1212 -4.4816
C 1.1107 4.2893 -1.9054
C 0.9682 -2.5791 -1.5600
C 0.9266 -1.0032 5.0111
C -4.0023 -1.1699 -4.2745
C 2.1105 7.2456 7.9682
C 1.6506 1.0660 -1.6513
C -0.3879 -5.0361 -4.6793
C 2.6944 -5.5846 -5.3153
C 2.7036 -2.8340 0.0279
C -3.6573 -2.6429 -4.5381
C 1.4023 2.1398 5.8006
C -0.7227 5.7551 7.2746
C 1.8007 -4.5872 -6.0508
C 0.7568 1.4806 -3.8056
C -2.9007 -5.4127 -4.9906
C 0.7110 -4.0244 -5.0824
C 1.9160 2.3303 -0.8549
C -0.3509 -1.8863 1.3690
C 3.5128 -6.3726 -4.9054
C -4.3110 -4.9968 -5.0222
C -0.3814 -2.2996 -0.9573
C 2.2402 -0.0234 3.3080
C -1.8333 -4.4504 -4.7125
C -4.6681 -3.5812 -4.8074
C -3.1154 -0.1392 -5.0705
H -1.1401 -2.7714 -1.5895
H 2.9864 7.6602 7.4596
H -1.5042 5.4645 7.9770
H -6.5943 -3.6953 -4.1541
H -6.2208 -2.2808 -4.9967
H 0.1200 -1.7416 4.9584
H 1.1650 -3.6572 -4.1233
H 1.3579 6.3116 6.1648
H -3.7800 1.8205 -5.2003
H -3.8842 -0.9660 -3.1819
H 1.4801 0.2424 -0.9567
H 0.2741 -3.1414 -5.6024
H -0.1982 -2.4128 2.3100
H 1.0946 0.5745 -4.3203
H 3.2956 -2.2357 0.7214
H 0.5147 -1.2472 1.1849
H 1.3323 4.9317 -2.7581
H -2.3960 0.2844 -4.3292
H 2.8840 0.3558 4.1041
H 0.6077 -0.6657 7.0964
H 0.9534 2.0607 4.8081
H 2.0105 -3.4542 0.6001
H -0.2192 -5.5324 -3.6990
H -3.5779 1.0775 -6.6168
H -0.5801 -1.2226 -0.9351
H 4.3392 -7.0775 -4.8327
H 1.3816 -5.0748 -6.9527
H -0.4827 8.9070 9.0830
H 1.0679 2.5661 -0.2035
H 3.3767 -3.4779 -0.5486
H -1.2505 -1.2681 1.4546
H -2.5132 -0.6198 -5.8672
H 0.1061 7.3020 9.5479
H 0.1948 3.7319 -2.1130
H 2.3295 2.7080 5.7217
H -0.1638 1.8273 -4.2762
H 0.9809 -2.1750 -2.5761
H 1.1392 -3.6595 -1.6232
H -0.8682 5.2085 6.3360
H -0.8006 6.8274 7.0850
H -0.3673 -5.8590 -5.4350
H -0.3028 0.4391 6.0577
H 1.0238 8.7627 10.0111
H 2.1674 0.7353 2.5283
H 2.7915 2.1651 -0.2193
H 1.5142 2.2610 -3.9055
H 0.9618 4.9157 -1.0189
H 2.4135 6.9620 8.9810
H 0.7168 2.6713 6.4700
H 2.6837 -0.9280 2.8777
H 2.5128 0.8060 -2.2728
H 2.4356 -3.7282 -6.3635
H 1.8677 -1.5442 5.1514
H -5.0565 -0.9097 -4.5035
H 2.4330 5.3017 7.1413
```

Relative energy (zero: lowest compared OMol25 entry of this formula, charge and spin)   6.509 eV
E_LUMO   -0.0166 hartree
HOMO-LUMO gap   7.717 eV

Atom charges from the Löwdin analysis, given in e for atoms 1 to 5: 0.980, 0.020, -0.188, -0.191, -0.201

no.,E (eV)
1,-27793.0659
2,-10736.6928
3,-49409.7763
4,-233515.9063
5,-8690.1056
6,-9261.7888
7,-8728.9883
8,-66850.3488